Record 1
15
Properties=species:S:1:pos:R:3:forces:R:3 method="wB97M-V/def2-TZVPD" e_homo_ev=-9.50 charge=0 e_tot_ev=-9408.456 smiles="O=C1CC(CO)C1" relative_energy_kcal_mol=31.7 orbital_gap_ev=10.2 lumo_energy_ha=0.027
O -1.9044 0.8109 0.7883 -0.2 0.0 0.3
C -1.5416 -0.0625 -0.2606 0.0 -0.2 -0.4
C -0.0870 -0.5912 -0.1854 -0.2 0.0 0.0
C 0.7211 -0.0560 1.0285 0.1 -0.1 0.1
C 1.7758 0.4634 0.0557 0.3 0.1 0.0
O 2.8409 0.9991 0.1904 -0.4 -0.3 -0.1
C 0.9582 0.0288 -1.1624 0.0 0.0 -0.1
H -2.0988 0.2769 1.5678 0.0 0.2 -0.1
H -2.2476 -0.9023 -0.3101 0.1 0.1 0.0
H -1.6743 0.5279 -1.1690 0.0 -0.1 0.0
H -0.0900 -1.6848 -0.2671 0.0 0.3 0.1
H 0.2061 0.7743 1.5176 0.1 0.0 0.0
H 1.0478 -0.7667 1.7904 0.1 0.0 -0.1
H 0.6019 0.8624 -1.7792 0.0 -0.1 0.1
H 1.4918 -0.6802 -1.8050 -0.1 0.1 0.1



Record 2
15
Properties=species:S:1:pos:R:3:forces:R:3 method="wB97M-V/def2-TZVPD" e_homo_ev=-8.64 charge=0 e_tot_ev=-9408.768 smiles="C/C=C(/O)CC=O" relative_energy_kcal_mol=24.5 orbital_gap_ev=9.4 lumo_energy_ha=0.029
O -0.1873 1.8780 0.8489 -0.1 0.1 0.0
C 0.1506 0.6831 0.2728 0.2 -0.3 -0.2
C -0.6950 -0.4892 0.7094 0.0 0.0 -0.1
C -2.1852 -0.2605 0.6589 -0.2 0.3 0.0
O -2.7167 0.8259 0.5684 0.2 -0.5 0.0
C 1.2200 0.6072 -0.5205 -0.2 0.1 0.1
C 1.7751 -0.6140 -1.1936 0.0 -0.1 0.0
H -1.1590 1.9306 0.8422 0.1 0.0 0.1
H -0.4658 -1.3976 0.1444 0.0 0.1 0.1
H -0.4708 -0.7295 1.7621 0.0 0.0 -0.1
H -2.8088 -1.1733 0.7438 0.0 0.1 0.0
H 2.7158 -0.9416 -0.7338 -0.1 0.1 -0.1
H 1.7523 1.5425 -0.6826 -0.1 -0.1 0.0
H 1.9893 -0.3978 -2.2464 0.0 0.0 0.2
H 1.0854 -1.4638 -1.1740 0.1 0.1 0.0



Record 3
15
Properties=species:S:1:pos:R:3:forces:R:3 method="wB97M-V/def2-TZVPD" e_homo_ev=-9.44 charge=0 e_tot_ev=-9406.518 smiles="CC1(OC=O)CC1" relative_energy_kcal_mol=76.4 orbital_gap_ev=10.1 lumo_energy_ha=0.025
C -0.3967 1.5644 -0.1922 -0.2 0.2 -0.1
C -0.0823 0.1746 0.2919 -0.4 0.4 -0.5
C -0.7087 -1.0081 -0.4044 -0.1 -0.1 -0.2
C -1.1407 -0.6299 0.9928 0.1 0.1 0.2
O 1.2423 0.0588 0.7004 0.2 0.3 -1.4
C 2.2963 -0.4678 -0.4577 -2.4 1.3 -0.2
O 2.3348 -0.2042 -1.6106 0.0 -0.5 2.6
H 0.2549 1.8269 -1.0339 -0.1 -0.1 0.1
H -0.2308 2.2931 0.6086 0.0 -0.1 -0.1
H -1.4353 1.6380 -0.5231 0.0 0.0 0.0
H -1.3809 -0.8135 -1.2353 0.1 0.0 0.1
H -0.1318 -1.9257 -0.5113 -0.1 0.3 0.1
H -2.1241 -0.1807 1.1262 0.3 0.0 0.0
H -0.8322 -1.2831 1.8036 0.0 0.1 -0.1
H 2.3424 -1.0468 0.4541 2.6 -1.8 -0.5



Record 4
15
Properties=species:S:1:pos:R:3:forces:R:3 method="wB97M-V/def2-TZVPD" e_homo_ev=-9.91 charge=0 e_tot_ev=-9407.432 smiles=C#C[C@H](O)CCO relative_energy_kcal_mol=55.3 orbital_gap_ev=10.6 lumo_energy_ha=0.026
O -0.0531 -1.9091 -1.4692 -0.1 -0.2 0.2
C 0.5024 -0.6152 -1.4395 0.2 0.4 -0.1
C -0.4265 0.4214 -0.8093 0.0 0.0 0.0
C -0.6518 0.2217 0.6922 0.1 0.2 -0.1
O -1.2670 -1.0548 0.8723 -0.1 -0.1 0.3
C 0.6013 0.3118 1.4653 0.4 0.0 0.3
C 1.6102 0.3710 2.1205 -0.4 0.0 -0.3
H -0.4395 -2.0610 -0.5935 0.0 -0.1 -0.2
H 0.6950 -0.3345 -2.4808 0.0 0.0 0.2
H 1.4720 -0.6011 -0.9137 -0.2 -0.1 -0.1
H -1.4040 0.3791 -1.3032 0.1 0.0 0.1
H -0.0154 1.4273 -0.9561 0.0 -0.1 0.0
H -1.3327 1.0069 1.0532 0.1 -0.1 0.0
H -1.2784 -1.2552 1.8173 0.0 0.0 -0.2
H 2.5118 0.4268 2.6909 -0.2 0.0 -0.1



Record 5
15
Properties=species:S:1:pos:R:3:forces:R:3 method="wB97M-V/def2-TZVPD" e_homo_ev=-8.28 charge=0 e_tot_ev=-9405.609 relative_energy_kcal_mol=97.4 orbital_gap_ev=8.9 lumo_energy_ha=0.023
O 2.4409 0.4339 -0.0759 0.0 0.0 0.0
C 1.1859 0.4258 0.5690 -0.4 -0.3 -0.2
C 0.0461 1.1200 -0.1947 0.1 0.3 0.1
C -0.9069 -0.0560 0.1042 0.0 -0.1 -0.1
O -2.0059 0.1090 0.9473 -0.1 0.2 -0.1
C -0.9781 -0.9977 -0.9826 0.7 -0.1 0.3
C 0.3136 -0.8297 0.5444 -0.2 0.1 -0.9
H 3.0067 -0.1809 0.4065 0.0 0.1 -0.1
H 1.2961 0.8655 1.5912 -0.2 -0.7 -0.4
H -0.3476 2.0420 0.2143 0.2 0.3 -0.1
H 0.3555 1.1969 -1.2433 -0.4 0.1 0.2
H -2.7480 0.3386 0.3776 -0.2 0.1 0.1
H -1.7909 -1.7506 -0.9430 1.2 -0.1 0.4
H -0.5075 -0.8643 -1.9473 -0.1 0.4 0.1
H 0.6417 -1.8489 0.6214 -0.6 -0.4 0.7



Record 6
15
Properties=species:S:1:pos:R:3:forces:R:3 method="wB97M-V/def2-TZVPD" e_homo_ev=-8.15 charge=0 e_tot_ev=-9403.397 relative_energy_kcal_mol=148.4 orbital_gap_ev=8.6 lumo_energy_ha=0.017
C -1.3558 -1.4629 -0.3476 0.0 0.0 0.0
C -0.3861 -0.3347 -0.4038 -0.3 -0.1 0.0
C -0.5708 1.0906 -0.0425 -0.1 0.1 0.0
C 0.5273 0.2781 0.6321 0.1 -0.1 -0.1
O 0.5569 0.0396 1.9869 0.1 0.2 0.1
C 1.6103 -0.1116 -0.3338 0.1 0.2 0.1
O 0.7150 -0.4410 -1.3311 0.0 0.0 -0.1
H -1.9803 -1.4834 -1.2466 0.1 0.0 0.1
H -2.0035 -1.3475 0.5257 0.1 0.0 -0.1
H -0.8226 -2.4143 -0.2678 -0.1 0.1 0.0
H -0.3123 1.8819 -0.7442 0.0 -0.1 0.1
H -1.4229 1.2797 0.6059 0.1 -0.1 -0.1
H 0.7679 0.8685 2.4346 0.0 -0.1 0.0
H 2.1384 1.4853 -0.7926 -0.1 -0.1 0.1
H 2.5385 0.6717 -0.6753 0.2 0.0 0.0